Record 1
Formula: C5H9NO
Source: the OMol25 dataset
Level of theory: the ωB97M-V functional and the def2-TZVPD basis

Relative energy (zero: lowest compared OMol25 entry of this formula, charge and spin)   104.4 kcal/mol
Energy   -8864.6846 eV
E_LUMO   0.9 eV
HOMO-LUMO gap   0.30607 hartree
E_HOMO   -7.4 eV

XYZ file:
```
16
Properties=species:S:1:pos:R:3:lowdin_charge:R:1
C 0.5697 1.3523 0.4233 -0.09
C -0.7690 -0.0498 1.6344 -0.09
C 0.6271 0.2497 -0.6711 -0.32
C 0.3305 -1.1184 -0.1006 -0.19
C -0.5013 0.4400 -1.7154 -0.08
N -0.0498 1.0783 1.4814 -0.03
O 1.4017 -1.7290 0.5589 -0.04
H 1.0258 2.2668 0.3483 0.09
H -1.8776 0.1808 1.6265 0.10
H -0.5024 -0.7698 2.4295 0.07
H 1.6920 0.3029 -1.0321 0.15
H -0.5481 -1.7471 -0.3464 0.12
H -0.5513 -0.1464 -2.6424 0.08
H -0.3673 1.4892 -2.1153 0.09
H -1.4036 0.2701 -1.2017 0.05
H 0.9236 -2.0696 1.3227 0.08
```


Record 2
Formula: C8H13NO
Source: the OMol25 dataset
Level of theory: the ωB97M-V functional and the def2-TZVPD basis

Relative energy (zero: lowest compared OMol25 entry of this formula, charge and spin)   109.0 kcal/mol
Energy   -12039.8281 eV
E_LUMO (alpha / beta)   -0.4 / -0.4 eV
HOMO-LUMO gap (alpha / beta)   0.28632 / 0.28629 hartree
E_HOMO (alpha / beta)   -8.2 / -8.2 eV

XYZ file:
```
23
Properties=species:S:1:pos:R:3:lowdin_charge:R:1
C 0.6122 -1.9741 0.5129 0.00
C -2.4855 -1.0623 -0.3055 -0.02
C -0.7734 2.3020 -0.0530 -0.04
C 1.8849 0.8124 1.0604 -0.07
C 0.1826 -1.0391 -0.6278 -0.55
C -1.1945 -0.3335 -0.2586 -0.19
C -0.7281 0.8457 -0.1368 -0.01
C 1.3230 0.4626 -0.2983 -0.36
N 1.9698 0.7568 -1.3444 0.16
O 0.2630 -1.3823 -1.8248 -0.02
H 1.5000 0.3388 -2.1606 0.06
H 0.4866 -1.5278 1.4976 0.08
H -0.0070 -2.8706 0.4443 0.09
H 1.6565 -2.2462 0.3623 0.09
H -2.5307 -1.6201 -1.2438 0.09
H -2.5449 -1.7861 0.5114 0.09
H -3.3395 -0.3883 -0.2383 0.08
H -1.8249 2.5966 0.0485 0.10
H -0.2220 2.6832 0.8077 0.08
H -0.3670 2.7599 -0.9565 0.10
H 2.4214 1.7613 1.0098 0.08
H 1.1175 0.8690 1.8337 0.07
H 2.5998 0.0421 1.3597 0.08
```